Below is a molecular structure, C74H168F6MgN12O37, with properties calculated with ωB97M-V with the def2-TZVPD basis set.

Geometry as XYZ:
```
298
Properties=species:S:1:pos:R:3:forces:R:3
Mg 3.514823 -1.049308 -0.274547 -0.2 -0.8 0.1
C 5.917938 -1.184003 0.789030 -1.3 -1.2 2.5
O 5.386530 -2.341046 0.130986 -0.9 0.3 -0.2
O 4.940187 -0.251862 0.835771 1.6 0.0 -0.3
C 6.246337 -1.691663 2.244808 -1.1 0.6 -0.7
F 7.269076 -2.540301 2.129337 0.8 -0.6 0.6
F 6.603538 -0.644330 2.983885 0.7 0.5 0.5
F 5.283417 -2.306299 2.958536 0.0 -0.2 -0.5
C 6.210472 -3.208455 -0.610936 0.9 0.8 0.1
C 5.532847 -4.521159 -0.796083 1.1 -1.4 -0.3
H 5.465568 -5.018679 0.182874 -0.6 0.2 -0.3
H 4.585436 -4.414988 -1.333022 0.1 -0.2 0.3
H 6.241191 -5.194010 -1.366712 -0.8 0.7 0.3
H 7.132118 -3.308014 -0.051757 0.3 -0.4 0.1
H 6.518354 -2.751757 -1.553484 -0.4 0.2 -0.3
H 6.978087 -1.056751 0.520462 -0.2 1.1 -1.2
C 0.991542 0.716927 -0.076527 -0.3 0.4 -0.3
O 0.124135 -0.443886 0.013513 0.0 0.4 -0.3
O 2.237047 0.399591 -0.401908 -0.9 0.1 -0.1
C 0.305144 1.682387 -1.227063 -0.4 -2.2 1.2
F -0.003348 0.982052 -2.342215 0.1 -0.3 0.1
F -0.876120 2.231729 -0.831012 0.2 0.0 0.3
F 1.084111 2.649316 -1.604033 1.1 1.4 -0.1
C -0.878696 -0.429973 1.032725 0.7 -0.5 -0.3
C -1.444930 -1.825903 1.171367 1.4 -0.9 0.0
H -1.748992 -2.334750 0.237808 0.3 0.6 0.2
H -0.642219 -2.439161 1.656344 -0.8 0.2 -0.5
H -2.298941 -1.828734 1.812799 -0.6 0.1 0.6
H -1.637317 0.302622 0.852791 -0.5 0.5 -0.4
H -0.368681 -0.153643 1.945678 -0.1 0.1 0.6
H 0.957029 1.227118 0.921564 -0.5 0.1 -0.7
C 5.587562 2.358480 4.844364 1.6 1.4 -1.1
O 4.996185 3.633264 4.694683 0.2 -0.2 -0.5
C 5.276053 4.137267 3.364385 -1.9 -1.0 1.5
C 4.176639 3.612293 2.438442 0.4 -0.8 -0.8
O 2.835752 3.787484 2.904519 1.5 0.9 1.7
C 1.905144 3.492729 1.931703 0.6 -1.1 -0.2
C 1.401528 4.697474 1.219417 -1.6 -0.7 -0.5
O 2.379035 5.424700 0.580853 1.3 0.2 -0.6
C 2.304071 6.826075 0.676279 0.0 0.5 -0.3
H 5.493933 1.794919 3.910467 0.1 -0.3 0.3
H 5.146591 1.882367 5.658374 -0.8 -1.0 1.3
H 6.661947 2.551632 5.079704 -0.4 -0.6 -0.2
H 6.271697 3.833236 3.046451 0.0 0.1 -0.3
H 5.211510 5.174514 3.565163 0.0 1.3 -0.6
H 4.305772 2.516176 2.263937 0.1 0.5 0.2
H 4.276393 4.061463 1.448443 0.1 0.2 0.2
H 1.107541 2.890156 2.392257 -0.2 0.5 -0.1
H 2.407026 2.809926 1.246505 -0.2 -0.2 -0.6
H 0.929166 5.373284 1.909764 -0.8 0.0 0.4
H 0.703306 4.235814 0.470617 -0.1 0.9 0.4
H 1.432933 7.274954 0.142756 0.4 -0.5 0.3
H 3.221760 7.170322 0.217610 0.1 0.2 -0.4
H 2.339614 7.235485 1.695720 -0.3 -0.5 0.1
C -4.041521 -0.567161 -0.684505 -1.4 1.6 -0.7
O -3.900396 -1.856564 -1.140023 -0.4 -1.3 -1.2
C -4.446060 -2.051788 -2.476919 -0.1 -1.2 1.7
C -4.513938 -3.572597 -2.741946 1.9 0.1 -0.5
O -3.347289 -3.953677 -3.575306 -1.3 0.6 0.1
C -3.243605 -5.375244 -3.672964 0.1 -0.1 1.8
C -1.827870 -5.783063 -4.217670 -1.6 -1.0 1.5
O -1.609407 -5.776117 -5.556103 0.0 -0.7 -2.0
C -1.537561 -4.523885 -6.151181 -1.5 1.6 -0.9
H -4.108546 -0.561247 0.394565 0.1 0.0 0.3
H -4.973677 -0.064716 -1.118622 0.8 -0.7 0.7
H -3.252571 0.095395 -1.024194 0.6 0.1 0.0
H -3.791782 -1.610276 -3.205417 0.2 0.5 -0.4
H -5.452708 -1.587105 -2.479439 0.4 -0.2 -0.3
H -5.390153 -3.816201 -3.315744 -0.6 -0.2 -0.1
H -4.445037 -4.197559 -1.817567 -0.3 0.7 -0.4
H -4.161200 -5.885660 -4.110777 1.2 0.7 -0.1
H -3.291859 -5.623572 -2.560849 0.4 -0.8 -1.2
H -1.618150 -6.812869 -3.915561 -0.3 0.1 0.2
H -1.096871 -5.203476 -3.713034 0.6 0.8 0.6
H -2.342307 -3.856123 -5.717789 1.1 -0.4 -0.4
H -1.782065 -4.591743 -7.246843 0.3 -0.3 1.0
H -0.548738 -4.049659 -6.074526 -0.1 -0.1 0.3
C 2.160575 4.671340 -8.933814 0.8 0.2 -0.1
O 2.469760 3.337815 -8.680668 0.9 0.0 0.4
C 1.495159 2.383822 -8.918906 0.6 -1.0 -0.6
C 0.162001 2.469864 -8.183805 1.1 1.5 0.4
O 0.479323 2.730470 -6.806775 -0.5 -0.5 0.3
C -0.615178 3.122731 -5.965904 -1.7 0.5 -3.0
C -0.201800 3.644317 -4.662263 1.8 1.9 -2.2
O 0.523911 4.872000 -4.946585 0.5 -0.6 1.0
C 1.460256 5.103069 -3.892786 1.0 0.2 -0.2
H 2.096801 4.933636 -9.997024 0.3 -0.2 -0.1
H 2.948962 5.257810 -8.431284 -0.5 -0.1 -0.3
H 1.214090 4.874990 -8.519476 -1.2 0.7 0.8
H 1.967413 1.462884 -8.564217 0.0 -0.1 -0.1
H 1.399673 2.285919 -10.023528 -0.7 -0.1 0.4
H -0.275777 1.501265 -8.355332 -0.8 -0.4 0.2
H -0.429314 3.296742 -8.610166 -0.3 -0.3 0.3
H -1.342356 2.318507 -5.779138 0.3 -0.2 -0.3
H -1.184105 3.914562 -6.570546 0.5 -0.7 1.0
H 0.450154 2.922668 -4.264852 0.9 -0.9 1.2
H -1.043726 3.854145 -4.069894 -1.1 0.1 1.1
H 2.311301 4.402524 -3.830946 -0.5 -0.4 -0.5
H 0.954274 5.018487 -2.946239 -0.2 0.4 0.6
H 2.026748 6.049496 -3.999237 -1.0 -0.1 -0.2
C -2.105752 -5.558968 0.336364 0.2 -0.4 1.7
O -0.868978 -5.270817 0.991369 0.8 -0.9 -0.1
C 0.099829 -6.332740 1.112218 -1.3 -0.1 0.6
C 0.801147 -6.645192 -0.178626 -0.2 2.4 -1.0
O -0.008847 -7.153259 -1.268232 1.1 1.6 1.0
C -0.007880 -8.537643 -1.305237 -1.9 -0.4 -0.3
C -0.841456 -8.961703 -2.497698 0.7 -0.6 1.2
O -0.093803 -8.604240 -3.619828 -0.3 -0.8 0.5
C -0.630183 -9.144890 -4.783449 0.3 2.3 -1.8
H -2.735953 -4.807075 0.812559 -0.5 -0.1 -0.7
H -2.502020 -6.558618 0.597577 0.2 0.2 0.1
H -2.045921 -5.529096 -0.732152 0.1 0.4 -0.7
H -0.351986 -7.221573 1.614438 0.0 0.4 -0.4
H 0.855207 -5.920397 1.792009 -0.1 -0.3 -0.2
H 1.623561 -7.316241 -0.010311 0.6 -0.2 0.1
H 1.183091 -5.565553 -0.412287 -0.3 -2.0 -0.5
H -0.491459 -8.917330 -0.413110 0.0 -0.4 0.5
H 0.949720 -8.997564 -1.423391 1.0 0.0 0.0
H -1.803894 -8.474059 -2.505063 -0.5 0.4 0.1
H -1.042421 -10.050206 -2.369247 0.3 0.3 -0.5
H -0.446680 -10.180577 -4.959302 0.4 -0.9 0.1
H -0.155698 -8.483047 -5.541370 -0.3 -1.0 -0.2
H -1.696530 -8.957270 -4.911698 -0.3 0.0 0.4
C -4.909133 3.746670 -2.309930 0.5 0.1 1.5
O -5.047605 2.345088 -2.226435 0.2 0.2 -0.3
C -5.847638 1.814114 -3.223882 -1.1 -1.1 0.4
C -5.351901 1.783945 -4.624921 0.4 -0.6 -1.0
O -4.404392 0.741557 -4.754831 0.5 0.2 0.1
C -3.982999 0.476601 -6.094722 -0.1 0.6 1.3
C -3.439219 -0.904998 -6.152743 0.5 -0.9 -2.1
O -2.033644 -0.960724 -6.305778 -0.8 -0.3 0.3
C -1.475538 -0.512070 -5.096613 1.8 0.2 -0.1
H -5.859125 4.288497 -2.205373 0.0 -0.2 -0.1
H -4.352130 4.096225 -3.160106 0.1 0.0 -0.7
H -4.286992 3.945605 -1.434791 -0.2 0.6 0.0
H -6.836112 2.270654 -3.231563 -0.2 0.6 0.1
H -6.074749 0.764006 -2.930164 0.4 0.5 -0.2
H -5.015329 2.727689 -5.094467 0.1 -0.1 0.6
H -6.219573 1.466643 -5.187609 -0.6 0.1 -0.5
H -3.335718 1.263953 -6.461491 0.6 0.1 -0.1
H -4.811510 0.468820 -6.728552 -1.8 0.3 -1.0
H -3.869484 -1.444062 -7.032008 0.4 0.4 0.6
H -3.782095 -1.411597 -5.276527 -0.1 -0.6 0.7
H -1.884691 0.513251 -4.866374 0.8 -1.0 0.3
H -0.360982 -0.522939 -5.310877 -1.2 0.5 0.6
H -1.642822 -1.248224 -4.275647 -0.2 0.7 -0.4
C 2.706713 -2.902103 6.776026 1.8 0.2 0.7
O 1.514087 -2.617713 6.160388 -1.1 0.3 0.7
C 0.624975 -2.015113 7.142237 0.9 -0.6 -0.9
C -0.325995 -1.208075 6.377410 -0.8 1.8 0.6
O 0.304210 0.002328 5.903816 -0.4 -0.8 0.2
C -0.666864 0.900490 5.394275 1.2 0.1 -0.3
C -1.327166 1.768053 6.418336 -0.2 1.3 -1.1
O -2.319411 1.073113 7.111723 -0.3 -1.2 0.9
C -2.866310 1.914319 8.080737 -0.2 1.7 -0.5
H 2.642338 -3.698360 7.527210 -0.1 -0.1 -0.1
H 3.075340 -1.987896 7.314280 0.1 -0.7 -0.5
H 3.430741 -3.200620 6.008303 0.0 0.1 0.2
H 1.222195 -1.388655 7.821997 -0.2 0.0 -0.2
H 0.103996 -2.778344 7.713223 0.0 -0.3 0.0
H -1.069449 -0.862085 7.109382 -0.4 -0.5 -0.4
H -0.762898 -1.732096 5.523396 -0.1 -0.2 0.2
H -1.451354 0.395457 4.839996 -0.1 -0.4 -0.3
H -0.046459 1.489003 4.706245 -0.6 0.4 0.0
H -1.943026 2.507469 5.880343 0.8 0.5 -0.3
H -0.557481 2.308467 7.026362 -0.7 -0.6 0.1
H -3.745360 1.547770 8.572097 -0.3 -0.9 0.1
H -3.204182 2.883081 7.609823 0.5 -0.6 0.3
H -2.094038 2.113972 8.804592 0.2 0.4 0.6
C 1.502010 4.546988 5.647862 0.5 0.2 0.1
N 0.629559 5.353582 4.714824 3.4 0.6 0.7
O -0.310603 4.801951 4.277761 -2.6 -1.3 -1.0
O 1.025289 6.449915 4.363755 -0.1 0.4 0.2
H 2.196849 3.945634 5.025333 -0.6 0.4 0.2
H 0.790577 3.953215 6.191110 0.0 -0.5 0.2
H 2.096602 5.172689 6.330749 -0.4 0.1 -0.5
C -5.844133 -3.006408 1.771066 -0.7 -0.3 -0.5
N -6.553614 -4.320158 1.383825 0.3 2.8 0.4
O -7.704875 -4.265242 1.041373 -1.0 0.4 -0.3
O -5.924360 -5.307392 1.471970 1.9 -2.8 0.2
H -6.530301 -2.259121 1.387625 0.2 0.3 0.3
H -4.851504 -2.917917 1.335124 -0.1 -0.4 -0.5
H -5.677329 -2.986435 2.841427 -0.4 -0.1 0.3
C -5.462317 4.942995 4.510888 -1.9 -0.4 -0.4
N -4.397058 3.970080 4.717171 1.4 1.3 -1.2
O -3.279255 4.327146 4.352611 -0.5 -0.5 0.3
O -4.658574 2.909443 5.202905 -0.1 -1.2 0.7
H -6.334766 4.525696 5.022062 0.0 0.0 -0.4
H -5.676925 5.069725 3.416965 0.6 -0.1 1.1
H -5.211507 5.841299 5.032092 0.5 0.6 -0.1
C -1.934233 6.187872 1.615413 1.2 -0.8 0.0
C -3.228341 6.705824 2.059210 1.3 1.5 2.3
O -4.275143 6.378224 1.603990 -2.5 -0.9 -1.2
N -3.122205 7.573367 3.122075 0.1 -0.1 -0.1
C -4.248867 8.178803 3.793452 0.5 0.1 -0.4
H -1.877323 6.238175 0.550528 0.2 0.4 -0.9
H -1.944355 5.105738 1.788982 0.3 0.3 0.5
H -1.060727 6.662674 2.097500 -0.4 -0.4 -0.3
H -2.195394 7.879649 3.366095 -0.1 -0.1 0.1
H -5.141580 7.690442 3.474850 -0.6 -0.4 -0.2
H -4.344979 9.213084 3.518806 -0.1 0.7 -0.1
H -4.161074 8.129214 4.867073 0.1 -0.2 0.4
C 2.481238 -4.183313 2.986450 1.5 0.6 0.0
C 2.593685 -2.698169 2.542837 -1.3 0.0 -0.4
O 2.531368 -2.376014 1.334989 0.8 -0.4 0.8
N 2.477817 -1.782901 3.512768 -0.3 -0.5 0.0
C 2.320409 -0.358227 3.176405 1.2 -1.0 -0.7
H 2.893081 -4.814344 2.227456 0.4 -0.1 -0.8
H 1.448614 -4.440847 2.992612 -0.9 0.0 0.5
H 3.023644 -4.521181 3.899723 -0.7 0.8 -0.3
H 2.222275 -2.127677 4.450085 0.1 0.6 -0.6
H 3.288611 -0.017963 2.758669 -0.4 0.1 0.4
H 2.074851 0.118024 4.104890 -0.3 0.6 0.2
H 1.607706 -0.225789 2.349372 -0.1 -0.1 0.6
C 6.864217 4.702580 -4.428913 -0.1 2.0 -1.2
C 5.567002 4.290143 -5.106281 3.0 -2.3 0.0
O 4.586151 4.945658 -5.171521 -1.8 0.9 -0.3
N 5.666645 2.945081 -5.535767 -0.7 0.5 -0.1
C 4.689837 2.329568 -6.426443 0.5 0.1 0.7
H 7.775798 4.347043 -4.937602 -0.5 -0.2 0.3
H 6.782813 4.347825 -3.422075 0.3 0.0 0.8
H 6.912409 5.834685 -4.465679 -0.1 -1.3 0.4
H 6.572434 2.575416 -5.729890 0.8 0.4 0.3
H 4.971232 2.503199 -7.455395 0.1 -0.4 -0.4
H 3.778954 2.872001 -6.285808 -0.9 -0.2 0.1
H 4.667261 1.261113 -6.133213 -0.5 0.5 -0.6
C 4.572067 2.912593 -0.875577 -1.0 -0.5 0.1
C 6.021597 3.110353 -0.639621 2.8 0.9 0.4
O 6.754525 3.976379 -1.187278 -1.7 -1.5 0.5
N 6.541631 2.319889 0.363565 -0.4 0.2 -0.5
C 7.957572 2.302459 0.699058 -0.6 0.4 0.6
H 4.166568 2.003920 -0.378981 0.4 0.3 -0.6
H 4.290511 2.947280 -1.933646 0.2 0.0 0.2
H 4.042470 3.711598 -0.365735 -0.1 0.4 -0.3
H 6.025940 1.466790 0.556720 -0.3 -0.1 0.2
H 8.436219 1.554237 0.101446 0.6 -0.7 -0.1
H 8.111840 2.145042 1.787563 -0.2 -0.2 -0.7
H 8.410430 3.244570 0.448865 0.0 0.5 -0.2
C -0.663786 -5.747725 5.186176 1.3 0.1 0.3
C -1.717054 -4.897779 5.763953 -1.7 -0.6 -0.9
O -1.655849 -4.237123 6.773387 0.9 0.8 1.2
N -2.891045 -4.962061 5.091832 -0.3 0.1 -0.2
C -3.058665 -5.422139 3.730214 0.4 0.2 -0.1
H -0.116669 -5.146341 4.454039 0.0 -0.2 -0.1
H -1.089546 -6.626975 4.725531 0.3 -0.2 0.0
H 0.019168 -6.016820 5.980638 0.3 -0.1 0.1
H -3.506830 -4.216279 5.356333 -0.5 0.3 0.1
H -3.993818 -5.964675 3.602005 -0.1 0.1 0.0
H -2.223289 -6.099203 3.522626 -0.5 0.3 -0.5
H -3.036474 -4.555079 3.043868 0.0 -0.5 0.1
C 2.116478 -4.004328 -3.250098 -0.2 -0.5 -1.4
C 1.896974 -2.913926 -2.220251 -0.1 -0.9 0.1
O 2.841681 -2.642181 -1.489077 1.0 0.8 0.3
N 0.696298 -2.383903 -2.008811 -0.8 -0.6 -0.4
C -0.529955 -3.012571 -2.475591 0.2 0.5 -1.5
H 3.169410 -4.156679 -3.520293 -0.1 0.3 0.7
H 1.631585 -3.937296 -4.240996 -0.2 0.7 0.5
H 1.731099 -4.960978 -2.904661 0.0 -0.1 0.5
H 0.571003 -1.758239 -1.226525 0.3 0.3 0.4
H -0.472154 -3.024826 -3.584318 -0.3 -0.1 0.5
H -1.391119 -2.366737 -2.223501 0.4 -0.6 0.2
H -0.641182 -4.061154 -2.161808 -0.1 0.5 0.4
C 3.209796 0.859935 -3.247460 1.2 -1.6 2.9
C 4.599010 0.286594 -2.833441 -2.2 -1.2 1.0
O 4.618806 -0.615602 -1.956353 0.6 1.2 -1.2
N 5.647086 0.667335 -3.534400 -0.8 0.3 -0.2
C 6.975405 0.214887 -3.320068 1.7 1.6 0.6
H 2.804873 0.033400 -3.808734 -0.6 0.0 -0.5
H 3.243764 1.783895 -3.735137 0.0 1.3 -1.1
H 2.663231 0.953096 -2.260776 0.5 -0.2 -1.3
H 5.411647 1.464547 -4.101927 0.8 0.4 -0.4
H 7.551104 0.086860 -4.234376 -0.4 -0.5 -0.3
H 6.953318 -0.669669 -2.709900 0.1 -0.4 0.1
H 7.577490 1.012447 -2.799497 -0.6 -0.7 0.0
C -6.933474 1.985083 0.430325 0.2 1.1 1.9
C -5.722739 2.372881 1.243553 0.9 -0.5 -0.6
O -5.831515 2.774927 2.380680 -0.1 0.4 1.1
N -4.519306 2.291285 0.617577 -0.5 -0.4 -0.4
C -3.272645 2.684054 1.255538 -1.5 -0.3 0.8
H -6.686486 1.328421 -0.345354 0.1 -1.1 -1.1
H -7.162718 2.960770 0.022193 -0.9 0.1 -0.4
H -7.685430 1.620456 1.156995 0.2 0.3 -0.8
H -4.536914 1.984956 -0.352664 0.2 0.2 0.4
H -2.467876 2.291492 0.705206 1.0 -1.0 -0.4
H -3.324216 2.307953 2.310264 0.5 0.8 -0.9
H -3.137795 3.744072 1.152053 -0.2 0.7 0.6
C -4.457135 -1.902409 6.943181 1.6 1.7 1.0
C -4.438895 -1.550857 5.475298 -0.3 0.1 1.4
O -4.373414 -2.489421 4.691331 0.0 -0.2 -0.9
N -4.586333 -0.267458 5.093150 0.7 -0.1 0.9
C -4.500453 -0.012208 3.695263 0.7 0.1 -0.7
H -5.371590 -2.448168 7.108408 0.0 -0.5 0.3
H -4.431234 -1.003787 7.641589 -0.2 -0.9 -1.0
H -3.495541 -2.451908 7.159290 -1.3 0.0 -0.2
H -4.374526 0.498078 5.733748 -0.2 -0.6 -0.1
H -3.889312 -0.820490 3.241677 -0.4 0.6 0.0
H -4.069184 0.968385 3.498422 0.0 -0.1 0.1
H -5.498025 -0.004927 3.309229 -0.6 -0.1 -0.8
```
Positions in Å, forces in eV/Å.

Computed properties:
**E_tot**: -194839.794 eV
**Net charge**: 0
**E_HOMO**: -8.72 eV
**Frontier orbital gap**: 9.14 eV